Entry 1:
Below is C7H10N2O3S2 in the gas phase, with properties calculated with ωB97M-V/def2-TZVPD.

XYZ file:
```
24
Properties=species:S:1:pos:R:3:nbo_charge:R:1
C 0.624 -2.938 1.513 -0.228
C 0.088 -3.817 0.660 -0.366
C 0.350 -1.542 1.216 -0.162
C -0.347 -1.459 -0.049 0.172
C 0.582 -0.558 2.112 -0.374
C -0.461 0.711 -1.191 -0.042
C -1.459 1.443 -2.044 -0.290
N -2.088 2.529 -1.310 -0.809
N 1.956 0.830 -0.099 -1.073
O 0.943 2.864 -1.240 -0.940
O 0.122 2.204 0.979 -0.942
O -0.728 -0.530 -0.869 -0.400
S -0.794 -3.074 -0.639 0.342
S 0.614 1.815 -0.318 2.244
H 1.191 -3.215 2.384 0.225
H 0.136 -4.888 0.695 0.238
H 1.035 -0.800 3.056 0.196
H 0.297 0.462 1.950 0.227
H -0.973 1.884 -2.919 0.224
H -2.228 0.746 -2.386 0.214
H -2.449 2.201 -0.420 0.357
H -1.401 3.247 -1.116 0.370
H 2.653 1.015 -0.800 0.407
H 2.336 0.869 0.833 0.409
```

Properties
- Relative energy (zero: lowest compared OMol25 entry of this formula, charge and spin): 3.5302 eV
- LUMO energy (spin up / spin down): -0.38 / -0.47 eV
- HOMO (spin up / spin down): -0.2827 / -0.2657 Eh

***

Entry 2:
Below is a molecular structure, C18H35Cl10NO3SSi, with properties calculated with ωB97M-V/def2-TZVPD.

XYZ file:
```
69
Properties=species:S:1:pos:R:3:nbo_charge:R:1
C 1.018 0.112 0.641 -0.750
C 0.297 0.571 -0.645 0.804
O -0.067 -0.267 -1.412 -0.565
O 0.089 1.892 -0.992 -0.526
C -0.553 2.643 0.049 -0.086
C -2.035 3.032 -0.272 -0.430
C -2.970 2.842 0.988 -0.883
Si -3.676 1.088 1.125 1.509
C -4.162 0.482 -0.613 -0.909
C -5.556 -0.258 -0.596 -0.060
O -5.925 -0.482 -1.973 -0.723
N -2.379 0.039 1.866 -0.787
C -2.519 0.169 3.051 0.198
S -2.323 0.083 4.636 0.020
H 0.261 -0.415 1.270 0.246
H 1.305 1.012 1.237 0.219
H 1.897 -0.527 0.450 0.267
H -0.533 2.165 1.051 0.187
H 0.018 3.597 0.153 0.193
H -2.075 4.119 -0.516 0.215
H -2.380 2.468 -1.161 0.223
H -3.799 3.588 0.984 0.250
H -2.356 3.049 1.901 0.236
H -4.836 1.106 2.048 -0.184
H -4.251 1.399 -1.241 0.245
H -3.363 -0.201 -0.976 0.248
H -6.332 0.365 -0.110 0.186
H -5.450 -1.253 -0.102 0.182
H -5.184 -0.953 -2.385 0.463
Cl -3.426 2.804 8.212 -0.058
C -4.882 1.866 8.630 -0.388
C -5.051 0.653 7.745 -0.389
Cl -5.456 1.096 6.069 -0.056
H -5.742 2.530 8.566 0.224
H -4.769 1.552 9.667 0.222
H -5.870 0.037 8.116 0.224
H -4.148 0.044 7.724 0.224
Cl 3.836 -0.433 -1.244 -0.078
C 3.967 1.266 -1.773 -0.388
C 5.302 1.872 -1.415 -0.387
Cl 5.487 2.096 0.344 -0.064
H 3.141 1.822 -1.330 0.222
H 3.838 1.270 -2.855 0.241
H 5.392 2.858 -1.872 0.226
H 6.128 1.256 -1.767 0.230
Cl 7.323 -4.270 -0.134 -0.059
C 5.838 -3.935 -1.060 -0.390
C 6.075 -3.971 -2.551 -0.387
Cl 7.079 -2.607 -3.102 -0.059
H 5.451 -2.969 -0.740 0.229
H 5.114 -4.703 -0.784 0.221
H 5.124 -3.896 -3.078 0.224
H 6.563 -4.894 -2.858 0.223
Cl -3.641 -3.374 0.745 -0.069
C -1.871 -3.170 0.846 -0.391
C -1.129 -4.406 0.398 -0.386
Cl -1.333 -5.763 1.536 -0.061
H -1.621 -2.900 1.871 0.225
H -1.612 -2.331 0.199 0.235
H -0.061 -4.195 0.347 0.225
H -1.459 -4.738 -0.585 0.224
Cl 5.527 -0.379 -5.574 -0.052
C 4.185 0.250 -6.561 -0.393
C 4.282 1.744 -6.753 -0.384
Cl 3.986 2.619 -5.230 -0.068
H 3.249 -0.032 -6.081 0.226
H 4.237 -0.253 -7.527 0.225
H 3.528 2.079 -7.465 0.225
H 5.259 2.040 -7.130 0.226
```

Properties
- LUMO energy: 0.26 eV
- HOMO: -0.3513 Eh

***

Entry 3:
Below is 2 unconnected molecules or ions with the total composition C6H15ClNO2, with properties calculated with ωB97M-V/def2-TZVPD.

XYZ file:
```
25
Properties=species:S:1:pos:R:3:nbo_charge:R:1
Cl -1.490 3.602 0.332 -0.993
C 2.438 2.410 -2.134 -0.258
O 1.454 1.732 -1.266 -0.505
C 2.040 1.450 -0.006 -0.048
C 1.018 0.879 0.994 -0.241
N 0.305 -0.222 0.393 -0.586
C -0.619 -0.888 1.365 -0.250
C -1.399 -2.067 0.847 -0.267
O -2.389 -1.489 -0.038 -0.625
C -3.256 -2.529 -0.562 -0.741
H 2.010 2.633 -3.111 0.186
H 3.283 1.801 -2.455 0.143
H 2.838 3.306 -1.660 0.163
H 2.538 2.338 0.381 0.153
H 2.868 0.755 -0.141 0.123
H 0.320 1.644 1.333 0.254
H 1.649 0.558 1.823 0.124
H 0.999 -0.894 0.097 0.321
H -1.321 -0.153 1.760 0.211
H -0.079 -1.196 2.261 0.137
H -1.919 -2.635 1.619 0.155
H -0.729 -2.722 0.290 0.141
H -4.074 -2.097 -1.137 0.164
H -3.796 -3.032 0.240 0.113
H -2.688 -3.181 -1.226 0.128
```

Properties
- Total charge: -2
- Relative energy (zero: lowest compared OMol25 entry of this formula, charge and spin): 0.0000 eV
- Spin multiplicity: 2
- <S²>: 0.751
- LUMO energy (spin up / spin down): 5.20 / 5.13 eV
- HOMO (spin up / spin down): 0.1275 / -0.0505 Eh

***

Entry 4:
Below is a molecular structure, C13H13LiO2, with properties calculated with ωB97M-V/def2-TZVPD.

XYZ file:
```
29
Properties=species:S:1:pos:R:3:nbo_charge:R:1
C 5.528 -0.320 -1.270 -0.250
O 4.285 -1.007 -1.189 -0.556
C 3.166 -0.209 -1.041 0.696
C 1.997 -1.010 -0.860 -0.628
C 0.630 -0.461 -0.745 -0.423
O 3.256 1.027 -1.130 -0.772
H 6.301 -1.093 -1.164 0.170
H 5.622 0.174 -2.253 0.171
H 5.652 0.434 -0.472 0.180
H 2.152 -2.052 -1.098 0.192
H 0.005 -1.141 -1.355 0.189
H 0.699 0.537 -1.217 0.213
C -1.803 -1.730 1.405 -0.289
Li -3.366 3.014 1.767 0.974
C -0.456 -1.589 1.272 -0.062
C -0.099 -0.250 0.576 -0.273
C -1.534 0.385 0.461 0.054
C -2.476 -0.486 0.989 -0.032
C -3.836 -0.147 1.012 -0.197
C -4.250 1.076 0.508 -0.313
C -3.292 1.926 -0.080 -0.401
C -1.927 1.676 0.104 -0.256
H -2.392 -2.571 1.778 0.219
H 0.296 -2.303 1.597 0.237
H 0.515 0.362 1.246 0.245
H -4.573 -0.868 1.364 0.225
H -5.309 1.365 0.498 0.226
H -3.618 2.847 -0.562 0.222
H -1.172 2.414 -0.139 0.238
```

Properties
- LUMO energy: -2.34 eV
- HOMO: -0.1689 Eh

***

Entry 5:
Below is C4H9FS in the gas phase, with properties calculated with ωB97M-V/def2-TZVPD.

XYZ file:
```
15
Properties=species:S:1:pos:R:3:nbo_charge:R:1
C -0.363 -1.266 0.336 -0.659
C -0.178 0.137 -0.240 0.301
C 0.423 0.177 -1.735 -0.632
F -1.467 0.586 -0.370 -0.367
C 0.653 0.904 0.778 -0.508
S -0.060 0.633 2.592 -0.123
H -0.732 -2.132 -0.456 0.219
H -1.245 -1.133 1.082 0.230
H 0.610 -1.800 0.888 0.233
H -0.206 -0.317 -2.417 0.222
H 0.226 1.238 -1.875 0.215
H 1.522 -0.087 -1.903 0.223
H 1.750 0.513 0.764 0.244
H 0.551 2.059 0.688 0.241
H -1.483 0.487 1.868 0.162
```

Properties
- Relative energy (zero: lowest compared OMol25 entry of this formula, charge and spin): 2.4861 eV
- SMILES: CC(C)(F)CS
- LUMO energy: 0.66 eV
- HOMO: -0.3305 Eh

***

Entry 6:
Below is a molecular structure, C23H43AsNOS4ScSi3, with properties calculated with ωB97M-V/def2-TZVPD.

XYZ file:
```
77
Properties=species:S:1:pos:R:3:mulliken_charge:R:1
Sc -0.167 0.072 0.224 -1.261
C -0.958 1.685 -4.252 -1.095
Si -0.140 1.137 -2.654 0.393
C 1.714 1.036 -3.030 -1.185
C -0.265 2.517 -1.351 -0.826
C -0.856 -0.386 -1.850 2.095
Si -2.744 -0.512 -1.921 0.667
C -3.303 -1.293 -3.549 -1.141
C -3.388 -1.648 -0.544 -1.152
C -3.605 1.151 -1.793 -0.665
Si -0.063 -1.955 -2.349 -0.798
C 0.241 -2.235 -4.187 -1.103
C -0.846 -3.526 -1.664 -1.175
C 1.653 -1.893 -1.504 0.262
C 2.702 -2.737 -1.861 -0.733
C 3.944 -2.608 -1.271 -0.703
C 4.124 -1.612 -0.324 -1.094
C 3.042 -0.824 0.011 -0.918
N 1.828 -0.956 -0.541 1.301
H -0.462 2.581 -4.628 0.406
H -2.014 1.907 -4.145 0.318
H -0.856 0.907 -5.009 0.283
H 1.986 1.906 -3.632 0.492
H 2.008 0.151 -3.592 0.259
H 2.327 1.068 -2.130 0.227
H 0.412 3.344 -1.565 0.515
H 0.018 2.228 -0.314 0.124
H -1.278 2.902 -1.242 0.355
H -2.902 -2.294 -3.702 0.294
H -3.009 -0.683 -4.404 0.306
H -4.391 -1.375 -3.563 0.400
H -3.763 -2.587 -0.952 0.422
H -4.202 -1.162 -0.006 0.418
H -2.643 -1.904 0.215 0.194
H -3.539 1.736 -2.707 0.288
H -3.227 1.753 -0.968 -0.180
H -4.667 0.991 -1.593 0.373
H -0.713 -2.235 -4.713 0.348
H 0.715 -3.200 -4.376 0.411
H 0.861 -1.462 -4.638 0.351
H -1.838 -3.709 -2.070 0.296
H -0.940 -3.508 -0.578 0.324
H -0.219 -4.381 -1.926 0.407
H 2.536 -3.486 -2.623 0.444
H 4.762 -3.258 -1.550 0.433
H 5.079 -1.447 0.153 0.496
H 3.154 -0.035 0.742 0.778
O -6.037 4.401 1.857 -0.596
C -4.932 3.930 1.896 0.530
S -3.496 4.781 2.462 -0.184
C -2.325 3.469 2.297 0.327
C -2.845 2.325 1.789 -0.316
S -1.985 0.796 1.634 -0.239
S -4.568 2.256 1.445 -0.050
S -0.730 3.836 2.807 -0.403
C 2.282 -2.568 3.362 -1.330
C 2.665 -1.096 3.323 -0.538
As 1.173 0.041 2.734 0.103
C 0.102 0.125 4.366 -0.296
C 0.764 0.658 5.625 -1.280
C 2.072 1.762 2.416 0.219
C 3.099 2.214 3.447 -1.263
H 3.110 -3.183 3.720 0.400
H 2.003 -2.931 2.370 0.206
H 1.435 -2.744 4.028 0.319
H 3.521 -0.935 2.665 0.463
H 2.963 -0.739 4.313 0.552
H -0.254 -0.903 4.498 0.485
H -0.754 0.742 4.104 0.283
H 1.711 0.170 5.863 0.292
H 0.095 0.499 6.472 0.413
H 0.923 1.731 5.545 0.277
H 1.262 2.491 2.332 -0.218
H 2.551 1.678 1.432 0.265
H 2.638 2.365 4.421 0.211
H 3.530 3.168 3.141 0.436
H 3.917 1.501 3.561 0.281
```

Properties
- LUMO energy: -0.95 eV
- HOMO: -0.2246 Eh

***

Entry 7:
Below is C4H7N3O in the gas phase, with properties calculated with ωB97M-V/def2-TZVPD.

XYZ file:
```
15
Properties=species:S:1:pos:R:3:nbo_charge:R:1
H -1.115 2.405 -0.692 0.358
N -1.672 1.757 -0.076 -0.651
C -0.819 0.892 0.265 0.410
N -1.051 -0.144 1.299 -0.493
N -0.073 -1.155 0.959 -0.500
C 0.164 -0.993 -0.452 -0.119
C 1.246 -0.335 -1.264 -0.354
C 0.544 0.579 -0.274 0.131
O 1.454 0.923 0.762 -0.699
H -2.052 -0.291 1.131 0.373
H -0.250 -2.094 1.302 0.390
H -0.741 -1.108 -1.005 0.182
H 0.895 -0.264 -2.272 0.233
H 2.282 -0.485 -1.206 0.251
H 1.189 0.313 1.524 0.488
```

Properties
- Relative energy (zero: lowest compared OMol25 entry of this formula, charge and spin): 5.8807 eV
- SMILES: [H]/N=C1/NN[C@@H]2C[C@@]12O
- LUMO energy: 0.82 eV
- HOMO: -0.3210 Eh

***

Entry 8:
Below is a molecular structure, C52H47N2O2P3TeTi, with properties calculated with ωB97M-V/def2-TZVPD.

XYZ file:
```
108
Properties=species:S:1:pos:R:3:mulliken_charge:R:1
Ti -0.704 -0.859 -0.851 -2.619
Te 2.559 2.790 -1.706 0.220
C 3.126 3.302 0.270 0.113
C 3.918 2.466 1.051 0.034
C 4.334 2.901 2.301 -0.360
N 4.038 4.097 2.806 -0.608
C 3.294 4.899 2.050 -0.559
C 2.814 4.552 0.793 -0.211
C 1.089 1.309 -1.493 -0.996
P 1.474 -0.387 -2.023 0.614
C 1.446 -1.333 -0.457 2.362
C 1.538 -2.798 -0.663 -0.456
C 1.777 -3.786 0.204 -1.720
C 1.368 -2.506 2.366 0.099
C 2.055 -1.225 1.973 -1.980
C 2.055 -0.720 0.739 0.034
C 3.211 -0.490 -2.552 0.645
C 3.515 -0.166 -3.874 -0.496
C 4.828 -0.171 -4.316 -0.694
C 5.848 -0.518 -3.441 -0.504
C 5.548 -0.872 -2.134 -1.075
C 4.234 -0.868 -1.688 -0.054
P -0.510 1.634 -2.192 1.573
C -1.770 2.307 -1.023 -0.009
C -3.071 2.452 -1.521 -0.847
C -4.106 2.839 -0.693 -0.748
C -3.868 3.093 0.659 -0.704
C -2.579 3.008 1.149 -0.292
C -1.537 2.632 0.303 0.359
C -0.604 3.047 -3.363 0.344
C -0.766 2.791 -4.720 -0.289
C -0.809 3.832 -5.640 -0.757
C -0.685 5.140 -5.201 -0.483
C -0.519 5.404 -3.846 -0.759
C -0.476 4.367 -2.932 -0.153
H 4.232 1.493 0.691 0.370
H 4.946 2.255 2.922 0.370
H 3.063 5.873 2.468 0.337
H 2.206 5.254 0.237 0.396
H 1.382 -3.107 -1.695 0.835
H 1.749 -4.795 -0.197 0.333
H 1.522 -2.659 3.438 0.640
H 2.591 -0.680 2.744 0.412
H 2.509 0.254 0.580 -0.531
H 2.718 0.107 -4.557 0.439
H 5.054 0.089 -5.342 0.408
H 6.875 -0.523 -3.781 0.399
H 6.341 -1.157 -1.454 0.440
H 4.012 -1.164 -0.672 0.483
H -3.278 2.253 -2.567 0.309
H -5.106 2.941 -1.097 0.450
H -4.685 3.376 1.311 0.431
H -2.365 3.231 2.188 0.477
H -0.530 2.613 0.688 0.007
H -0.861 1.768 -5.065 0.398
H -0.939 3.618 -6.693 0.412
H -0.717 5.957 -5.911 0.390
H -0.423 6.426 -3.502 0.426
H -0.354 4.583 -1.878 0.389
O -3.230 -0.517 -2.075 -0.653
N -2.796 -0.534 -0.744 1.754
C -3.793 -0.542 0.047 -1.715
C -3.768 -0.828 1.489 1.180
C -5.051 -0.922 2.037 -0.879
C -5.238 -1.359 3.337 -0.761
C -4.131 -1.748 4.072 -1.186
C -2.858 -1.646 3.531 -0.149
C -2.633 -1.132 2.256 0.422
P -0.873 -0.929 1.690 3.003
C -0.131 -2.460 2.103 -0.346
C -0.918 -3.638 2.036 -1.108
C -0.622 -4.957 2.248 -0.715
C 0.665 -5.552 2.550 -0.613
C 1.877 -5.017 2.360 -1.271
C 2.102 -3.701 1.672 0.532
C -0.231 0.402 2.824 0.544
C -0.488 0.381 4.192 -0.925
C -0.002 1.377 5.031 -0.956
C 0.748 2.419 4.513 -0.985
C 1.010 2.455 3.150 -1.044
C 0.528 1.455 2.324 1.755
H -2.484 -0.158 -2.591 0.338
H -4.773 -0.423 -0.407 0.273
H -5.908 -0.672 1.424 0.451
H -6.234 -1.431 3.751 0.434
H -4.254 -2.146 5.071 0.447
H -2.014 -2.023 4.090 0.442
H -1.973 -3.473 1.824 0.524
H -1.464 -5.641 2.239 0.389
H 0.624 -6.552 2.974 0.362
H 2.752 -5.565 2.692 0.417
H 3.168 -3.465 1.750 0.634
H -1.058 -0.415 4.639 0.273
H -0.216 1.331 6.092 0.396
H 1.136 3.193 5.163 0.413
H 1.597 3.260 2.729 0.518
H 0.772 1.484 1.270 -0.504
C -2.076 -3.341 -3.658 -1.513
C -1.433 -3.551 -2.301 0.594
C -2.352 -4.187 -1.279 -1.026
O -0.969 -2.296 -1.815 0.081
H -2.936 -2.675 -3.576 0.241
H -2.416 -4.300 -4.053 0.436
H -1.365 -2.910 -4.363 0.350
H -0.540 -4.176 -2.415 0.330
H -3.208 -3.536 -1.081 0.159
H -1.819 -4.371 -0.346 0.052
H -2.728 -5.140 -1.656 0.561
```

Properties
- LUMO energy (spin up / spin down): -1.03 / -1.02 eV
- HOMO (spin up / spin down): -0.2023 / -0.2025 Eh

***

no.,calculated total energy (Eh)
1,-1404.18546
2,-6276.95545
3,-902.89704
4,-661.05670
5,-655.77240
6,-6490.04010
7,-395.93230
8,-4411.06907